Entry from OMol25: 2 unconnected molecules or ions with the total composition C2H7NO2 in a non-equilibrium geometry (the ωB97M-V functional and the def2-TZVPD basis).

Last column: natural (NBO) charge in e.
CARTESIAN COORDINATES (ANGSTROEM)
C: -1.005 -0.812 -0.251  -0.48
C: -0.128 1.303 0.586  -0.46
N: -0.218 -0.173 0.741  -0.12
O: 1.966 -0.314 -0.798  -0.44
O: 1.668 -0.538 0.534  -0.21
H: -0.944 -0.545 -1.333  0.18
H: -0.748 -1.931 -0.231  0.21
H: -1.971 -0.716 0.133  0.24
H: 0.218 1.721 1.522  0.21
H: 0.539 1.397 -0.215  0.22
H: -1.235 1.736 0.535  0.20
H: 1.858 -1.128 -1.223  0.45

Results
**Strongest force on any atom**: 4.00 eV/A
**E**: -285.40243 Eh
**Molecular weight**: 77.08 g mol⁻¹
**ΔE to the lowest compared entry with this formula, charge and spin**: 707.2 kJ/mol

***

Entry from OMol25: 2 unconnected molecules or ions with the total composition C2H7NO2 in a non-equilibrium geometry (the ωB97M-V functional and the def2-TZVPD basis).

Last column: natural (NBO) charge in e.
CARTESIAN COORDINATES (ANGSTROEM)
C: 0.951 -0.339 0.240  -0.78
C: 0.194 0.373 -0.804  0.68
N: -0.189 -0.385 -1.927  -0.84
O: 0.027 1.567 -0.892  -0.62
H: 1.841 0.360 0.408  0.24
H: 1.296 -1.369 -0.055  0.22
H: 0.497 -0.383 1.250  0.31
H: -1.029 -0.011 -2.490  0.39
H: -0.536 -1.404 -1.635  0.37
O: -0.886 0.216 1.774  -0.94
H: -1.177 0.268 2.693  0.48
H: -0.989 1.106 1.439  0.49

Results
**Strongest force on any atom**: 4.71 eV/A
**E**: -285.61237 Eh
**Molecular weight**: 77.08 g mol⁻¹
**ΔE to the lowest compared entry with this formula, charge and spin**: 156.0 kJ/mol

***

Entry from OMol25: 2 unconnected molecules or ions with the total composition C2H7NO2 in a non-equilibrium geometry (the ωB97M-V functional and the def2-TZVPD basis).

Last column: natural (NBO) charge in e.
CARTESIAN COORDINATES (ANGSTROEM)
C: -2.418 -0.017 0.171  0.29
O: -2.135 0.962 0.769  -0.50
H: -1.970 -0.968 0.365  0.11
H: -3.043 -0.075 -0.741  0.09
N: 1.672 0.906 -0.391  -0.89
C: 1.201 -0.436 -0.416  0.09
O: 0.630 -0.997 0.809  -0.79
H: 0.828 1.533 -0.259  0.39
H: 2.634 1.164 -0.062  0.40
H: 0.306 -0.544 -1.042  0.15
H: 2.026 -1.188 -0.641  0.18
H: 0.269 -0.342 1.438  0.47

Results
**Strongest force on any atom**: 2.31 eV/A
**E**: -285.57385 Eh
**Molecular weight**: 77.08 g mol⁻¹
**ΔE to the lowest compared entry with this formula, charge and spin**: 257.2 kJ/mol

***

Entry from OMol25: 2 unconnected molecules or ions with the total composition C2H7NO2 in a non-equilibrium geometry (the ωB97M-V functional and the def2-TZVPD basis).

Last column: natural (NBO) charge in e.
CARTESIAN COORDINATES (ANGSTROEM)
C: -1.596 -0.884 -1.118  -0.72
C: -0.471 0.060 -1.314  0.68
N: 0.083 0.163 -0.014  -0.88
O: -0.052 0.591 -2.346  -0.57
H: -2.238 -1.198 -1.990  0.23
H: -2.257 -0.412 -0.328  0.22
H: -1.341 -1.800 -0.623  0.24
H: -0.557 0.356 0.774  0.38
H: 0.832 0.894 0.271  0.41
O: 2.512 0.797 1.839  -0.95
H: 2.475 1.473 2.569  0.47
H: 2.610 -0.042 2.280  0.48

Results
**Strongest force on any atom**: 4.01 eV/A
**E**: -285.62742 Eh
**Molecular weight**: 77.08 g mol⁻¹
**ΔE to the lowest compared entry with this formula, charge and spin**: 116.5 kJ/mol

***

Entry from OMol25: a molecular structure, C2H7NO2 in a non-equilibrium geometry (the ωB97M-V functional and the def2-TZVPD basis).

Last column: natural (NBO) charge in e.
CARTESIAN COORDINATES (ANGSTROEM)
C: 0.588 -0.582 0.077  0.07
C: -1.227 0.475 -0.479  0.03
N: 0.628 0.760 0.085  -0.52
O: 2.444 -0.366 0.405  -0.93
O: -2.056 0.344 0.605  -0.67
H: -2.281 -0.586 0.736  0.48
H: 2.558 -0.125 1.336  0.44
H: 1.099 1.089 -0.758  0.37
H: 0.739 -1.181 -0.819  0.18
H: 0.187 -1.065 0.964  0.19
H: -1.286 1.485 -0.871  0.20
H: -1.393 -0.248 -1.281  0.17

Results
**Strongest force on any atom**: 5.44 eV/A
**E**: -285.45255 Eh
**Molecular weight**: 77.08 g mol⁻¹
**ΔE to the lowest compared entry with this formula, charge and spin**: 575.6 kJ/mol

***

Entry from OMol25: 2 unconnected molecules or ions with the total composition C2H7NO2 in a non-equilibrium geometry (the ωB97M-V functional and the def2-TZVPD basis).

Last column: natural (NBO) charge in e.
CARTESIAN COORDINATES (ANGSTROEM)
N: -0.649 -0.756 -1.037  -0.84
C: -1.675 0.029 -0.578  0.51
O: -2.817 -0.383 -0.487  -0.60
H: 0.174 -0.328 -1.433  0.39
H: -1.054 -1.566 -1.484  0.40
H: -1.450 1.036 -0.246  0.12
C: 2.692 0.386 0.673  -0.25
O: 1.570 0.820 1.441  -0.73
H: 2.804 1.112 -0.146  0.17
H: 3.602 0.502 1.265  0.17
H: 2.596 -0.660 0.387  0.17
H: 1.022 0.061 1.658  0.47

Results
**Strongest force on any atom**: 1.04 eV/A
**E**: -285.62172 Eh
**Molecular weight**: 77.08 g mol⁻¹
**ΔE to the lowest compared entry with this formula, charge and spin**: 131.5 kJ/mol

***

Entry from OMol25: C2H7NO2S2 in the gas phase in a non-equilibrium geometry (the ωB97M-V functional and the def2-TZVPD basis).

Last column: natural (NBO) charge in e.
CARTESIAN COORDINATES (ANGSTROEM)
C: 1.401 1.083 0.568  -0.45
N: 0.456 0.040 0.546  -0.84
S: 0.766 -1.018 1.912  0.19
S: -0.120 -0.833 -0.848  2.30
C: -1.685 -0.060 -0.942  -0.89
O: -0.268 -2.221 -0.533  -0.92
O: 0.717 -0.523 -1.963  -0.93
H: 2.203 1.232 -0.253  0.23
H: 0.774 2.062 0.651  0.19
H: 2.000 0.980 1.543  0.23
H: -0.496 -1.247 2.309  0.11
H: -2.440 -0.422 -0.267  0.26
H: -1.384 1.037 -0.731  0.25
H: -1.925 -0.112 -1.991  0.25

Results
**Strongest force on any atom**: 4.17 eV/A
**E**: -1081.93122 Eh
**Molecular weight**: 141.22 g mol⁻¹
**ΔE to the lowest compared entry with this formula, charge and spin**: 277.9 kJ/mol

***

Entry from OMol25: 2 unconnected molecules or ions with the total composition C2H7NO3 in a non-equilibrium geometry (the ωB97M-V functional and the def2-TZVPD basis).

Last column: natural (NBO) charge in e.
CARTESIAN COORDINATES (ANGSTROEM)
N: 1.141 0.786 0.039  -0.82
C: 0.907 0.090 -1.191  -0.33
C: -0.550 -0.379 -1.345  0.77
O: -1.240 -0.142 -2.296  -0.58
O: -0.974 -1.049 -0.253  -0.71
H: 1.018 0.086 0.752  0.37
H: 0.592 1.611 0.213  0.37
H: 1.561 -0.771 -1.283  0.21
H: 1.017 0.688 -2.092  0.22
H: -1.916 -0.937 -0.073  0.50
O: -0.823 0.120 2.314  -0.94
H: -0.093 0.673 2.606  0.47
H: -0.639 -0.776 2.609  0.47

Results
**Strongest force on any atom**: 1.64 eV/A
**E**: -360.87961 Eh
**Molecular weight**: 93.08 g mol⁻¹
**ΔE to the lowest compared entry with this formula, charge and spin**: 89.4 kJ/mol

***

Entry from OMol25: 2 unconnected molecules or ions with the total composition C2H7NO3 in a non-equilibrium geometry (the ωB97M-V functional and the def2-TZVPD basis).

Last column: natural (NBO) charge in e.
CARTESIAN COORDINATES (ANGSTROEM)
C: -0.516 -1.252 2.026  -0.41
N: 0.600 -0.695 1.162  -0.63
C: 0.496 -0.134 -0.050  0.87
O: 0.959 0.994 -0.252  -0.66
O: -0.156 -0.889 -0.997  -0.69
H: -0.715 -0.401 2.667  0.20
H: -0.157 -2.071 2.671  0.21
H: -1.404 -1.532 1.347  0.22
H: 1.182 0.020 1.683  0.40
H: -0.801 -0.214 -1.388  0.49
O: 0.304 2.447 -3.048  -0.95
H: -0.185 1.784 -3.620  0.46
H: 0.393 1.943 -2.201  0.49

Results
**Strongest force on any atom**: 2.45 eV/A
**E**: -360.87510 Eh
**Molecular weight**: 93.08 g mol⁻¹
**ΔE to the lowest compared entry with this formula, charge and spin**: 101.2 kJ/mol

***

Entry from OMol25: a gas-phase ion, C2H7NO3P (charge -1) in a non-equilibrium geometry (the ωB97M-V functional and the def2-TZVPD basis).

Last column: natural (NBO) charge in e.
CARTESIAN COORDINATES (ANGSTROEM)
C: -1.846 1.228 -0.578  -0.25
O: -1.386 0.929 0.698  -0.56
C: -0.625 -0.288 0.659  -0.42
P: 1.341 0.030 0.224  2.19
N: 1.784 -1.734 0.209  -1.20
O: 2.172 0.614 1.302  -1.17
O: 1.423 0.605 -1.193  -1.20
H: -1.982 0.294 -1.244  0.16
H: -1.069 1.759 -1.103  0.20
H: -2.774 1.868 -0.307  0.17
H: -1.120 -1.147 0.168  0.17
H: -0.454 -0.737 1.649  0.19
H: 1.743 -1.875 -0.881  0.36
H: 2.794 -1.547 0.395  0.36

Results
**Strongest force on any atom**: 3.23 eV/A
**E**: -702.32035 Eh
**Molecular weight**: 124.06 g mol⁻¹
**Net charge**: -1
**ΔE to the lowest compared entry with this formula, charge and spin**: 155.2 kJ/mol

***

Entry from OMol25: 2 unconnected molecules or ions with the total composition C2H7NO3S in a non-equilibrium geometry (the ωB97M-V functional and the def2-TZVPD basis).

Last column: natural (NBO) charge in e.
CARTESIAN COORDINATES (ANGSTROEM)
C: 1.922 0.784 -0.127  -0.69
C: 1.722 -0.633 0.314  0.19
N: 0.793 -1.235 -0.204  -0.67
O: -1.379 0.014 -1.150  -0.97
O: -3.326 -1.059 0.222  -0.95
O: -2.807 1.263 0.637  -0.95
S: -2.851 0.077 -0.565  1.77
H: 2.802 1.291 0.392  0.23
H: 2.341 0.625 -1.195  0.24
H: 1.014 1.304 -0.187  0.24
H: 2.274 -1.040 1.227  0.17
H: 0.701 -2.263 -0.108  0.38
H: -2.777 1.070 1.562  0.49
H: -0.430 -0.199 -0.818  0.52

Results
**Strongest force on any atom**: 4.39 eV/A
**E**: -758.99872 Eh
**Molecular weight**: 125.15 g mol⁻¹
**ΔE to the lowest compared entry with this formula, charge and spin**: 153.2 kJ/mol

***

Entry from OMol25: a molecular structure, C2H7NO3S in a non-equilibrium geometry (the ωB97M-V functional and the def2-TZVPD basis).

Last column: natural (NBO) charge in e.
CARTESIAN COORDINATES (ANGSTROEM)
C: -1.368 0.396 -1.529  -0.51
C: 2.031 -0.550 1.092  -0.77
N: -0.173 0.895 -0.808  -0.16
O: 0.140 -2.189 0.026  -0.91
O: -0.691 -0.434 1.634  -0.93
O: -0.423 1.818 0.126  -0.52
S: 0.172 -0.879 0.542  1.95
H: -1.884 1.154 -2.148  0.22
H: -0.853 -0.470 -2.094  0.24
H: -2.094 -0.110 -0.767  0.20
H: 2.398 -1.547 1.155  0.23
H: 2.315 0.109 0.260  0.25
H: 1.824 -0.134 2.090  0.25
H: -1.395 1.941 0.420  0.46

Results
**Strongest force on any atom**: 5.11 eV/A
**E**: -758.90133 Eh
**Molecular weight**: 125.15 g mol⁻¹
**ΔE to the lowest compared entry with this formula, charge and spin**: 408.9 kJ/mol